Record 1
C53H57BF5N11O3Pd as an isolated structure, computed with ωB97M-V/def2-TZVPD.

Structure (ORCA input):
```
! RIJCOSX wB97M-V def2-TZVPD def2/J DEFGRID3
* xyz 2 5
Pd 0.193 0.064 0.158
F 5.386 1.389 -3.749
F 4.079 -3.736 -4.815
F -1.293 -3.772 6.396
F 6.167 -2.695 -5.994
F 3.323 0.319 -2.537
O -1.971 -2.419 -1.848
O -0.669 -1.487 2.008
O -1.542 -0.637 -0.580
N 2.284 1.964 0.633
N 1.172 -1.227 -1.079
N 8.189 -1.061 -7.627
N 1.990 0.662 0.924
N -0.758 1.456 1.227
N 0.286 1.582 -1.374
N 0.465 2.837 -0.871
N 0.046 2.490 1.598
N 1.316 -4.518 -3.703
N -2.926 -4.775 1.339
N 8.138 2.156 -4.768
C 4.382 -2.481 -4.546
C -2.580 -7.084 0.589
C 3.608 -1.749 -3.640
C -3.631 -6.045 0.966
C 5.486 -1.923 -5.170
C -4.555 -6.451 2.100
C 4.015 -0.433 -3.387
C -1.672 2.437 2.980
C 3.611 2.155 0.719
C -2.914 -5.431 3.665
C -3.774 -6.628 3.393
C 1.845 -3.539 -3.397
C -1.280 5.442 -0.401
C -3.044 0.578 1.800
C -0.341 1.672 -2.545
C 7.051 -0.016 -5.586
C 3.678 -1.190 3.280
C 3.143 0.029 1.215
C 1.029 6.017 -1.294
C -3.867 1.224 0.678
C 0.309 0.464 -4.615
C -1.923 -2.772 0.465
C -1.335 -3.121 4.162
C 4.347 3.420 0.368
C -0.581 3.022 -2.807
C 4.044 3.818 -1.077
C 3.382 -1.352 1.780
C 0.190 5.567 2.908
C -1.774 -1.892 -0.775
C -0.483 3.088 2.677
C 2.322 -2.425 1.597
C -1.696 -4.019 5.170
C 0.194 4.156 3.494
C -1.828 1.421 2.043
C -2.625 -3.921 0.314
C -1.763 -3.375 2.886
C -1.395 -2.451 1.792
C -2.471 -5.149 4.938
C 2.430 -2.312 -3.025
C -3.878 0.422 3.068
C 4.176 4.582 1.345
C 5.105 0.123 -4.017
C -2.544 -4.534 2.614
C -0.649 0.494 -3.420
C 4.178 0.950 1.089
C 1.604 3.700 3.877
C 7.667 -0.613 -6.699
C -0.249 5.208 -1.508
C 1.733 -1.658 -1.981
C -2.100 0.541 -3.900
C -0.080 3.729 -1.729
C 5.881 -0.606 -4.927
C 7.634 1.180 -5.124
B 1.093 2.958 0.535
H 4.869 5.376 1.069
H 5.224 0.767 1.276
H -3.296 0.017 3.898
H -0.932 5.027 0.546
H 2.794 -0.809 3.797
H 1.398 -2.141 2.096
H 4.588 4.724 -1.346
H 3.947 -2.151 3.720
H -4.719 -0.245 2.877
H 4.495 -0.493 3.457
H -2.264 1.382 -4.577
H -4.781 0.653 0.507
H 1.432 4.064 0.765
H -0.688 5.559 -2.446
H -4.219 -5.784 0.087
H 2.678 -3.344 2.066
H 1.496 5.811 -0.332
H 3.171 5.002 1.326
H -1.059 3.442 -3.676
H -3.082 -8.016 0.330
H -2.987 -4.200 -0.667
H -1.455 6.509 -0.258
H -0.526 -0.415 -2.840
H 2.054 4.409 4.572
H -2.345 -0.374 -4.438
H 0.133 -0.433 -5.212
H -4.444 -6.784 4.238
H 5.399 3.127 0.419
H -3.304 1.266 -0.253
H -2.730 -5.788 5.772
H 0.165 1.332 -5.261
H -2.791 0.637 -3.063
H 1.760 5.825 -2.080
H -2.351 2.694 3.774
H -2.001 -6.760 -0.275
H -5.326 -5.688 2.230
H 4.405 4.284 2.369
H -4.153 2.239 0.960
H -1.892 -7.279 1.412
H -0.816 5.894 2.644
H 4.301 -1.695 1.296
H -0.403 4.194 4.410
H 1.590 2.718 4.352
H -2.232 4.970 -0.647
H 2.980 4.006 -1.218
H 0.579 6.260 3.653
H 0.786 7.079 -1.320
H 0.821 5.647 2.023
H -5.060 -7.373 1.818
H -0.739 -2.246 4.386
H 2.246 3.641 2.998
H 1.354 0.471 -4.295
H -2.728 -0.403 1.459
H -3.133 -7.514 3.346
H -4.294 1.379 3.386
H 4.336 3.028 -1.767
H 2.107 -2.656 0.556
*
```

Electronic energy, eV: -96147.74444
Expectation value of S²: 6.094
Lowest unoccupied orbital energy (alpha / beta), eV: -6.068 / -9.030



Record 2
A 6-piece molecular cluster, C53H58BFN4O25P2 overall in a non-equilibrium geometry, computed with ωB97M-V/def2-TZVPD.

Structure (ORCA input):
```
! RIJCOSX wB97M-V def2-TZVPD def2/J DEFGRID3
* xyz 0 1
P -2.879 2.021 -4.198
P 5.702 0.955 -5.863
F 0.288 -4.519 -2.635
O -5.863 6.070 -0.183
O -3.952 -8.332 3.745
O 5.062 2.263 -6.080
O 6.416 0.923 -4.416
O 2.012 -4.014 0.151
O -8.971 -7.633 5.255
O 4.718 3.806 6.282
O -3.429 5.675 -1.225
O -1.588 4.587 2.944
O 2.277 1.580 -6.302
O -4.037 4.897 3.972
O 0.081 5.851 4.774
O -1.916 -6.477 0.855
O 3.226 5.020 8.145
O -1.687 -6.314 3.516
O 0.253 3.009 11.626
O 6.869 0.776 -6.991
O -4.392 -6.964 6.000
O -3.899 4.558 8.364
O 2.284 -3.925 2.808
O -5.841 -1.176 -5.202
O 1.525 4.556 2.929
O -1.435 4.140 7.404
O -8.526 -9.072 3.045
O -2.226 3.345 12.571
N 2.832 -3.730 -4.333
N -0.488 0.762 -4.488
N 2.408 2.267 -3.915
N -1.568 -1.871 -4.012
C -2.303 -0.787 -4.002
C -1.577 3.964 8.599
C -6.223 -8.766 3.306
C 3.942 -2.987 -2.145
C -3.529 5.504 -0.023
C -3.931 5.101 2.778
C -5.622 0.271 -5.116
C 1.985 -2.585 -4.396
C -6.697 -7.247 5.723
C -2.407 5.123 0.820
C 0.636 -2.783 -4.223
C -0.947 -5.869 1.268
C -2.078 3.552 11.382
C -0.233 -1.647 -4.239
C 0.482 -5.246 -4.977
C 3.319 -4.109 -3.004
C 3.179 4.126 4.529
C -0.714 3.372 10.784
C 8.387 2.630 -6.212
C -0.488 3.565 9.479
C -4.868 5.698 0.624
C 0.036 -5.245 0.391
C 5.717 1.663 -3.374
C -7.485 -8.576 3.711
C 0.020 -4.156 -3.983
C 1.297 -4.506 2.394
C 1.999 4.650 4.172
C -2.586 4.933 2.134
C 4.060 -1.143 -4.805
C -1.740 3.457 -4.505
C 1.134 5.377 5.157
C 4.578 -0.486 -6.125
C -4.499 -0.751 -5.121
C -5.435 -7.439 5.320
C -3.787 -0.968 -3.718
C 2.769 4.952 6.892
C -0.752 -5.749 2.751
C 8.199 1.140 -6.558
C -7.805 -7.787 4.947
C -3.388 2.303 -2.419
C 1.088 -4.603 0.913
C -5.118 -8.206 4.070
C -3.162 3.974 10.506
C 0.275 -0.375 -4.472
C 2.542 -1.255 -4.645
C -5.049 5.505 1.936
C 0.304 -5.110 3.270
C 1.594 5.479 6.532
C -1.758 0.529 -4.248
C 6.096 3.150 -3.272
C -2.936 4.171 9.201
C 3.651 4.249 5.902
C 1.671 -0.206 -4.680
B 2.155 1.287 -4.962
H -1.618 3.623 -5.583
H 6.596 3.550 -4.154
H 1.526 2.383 -3.412
H -0.172 2.936 12.502
H 4.546 -2.118 -4.722
H 4.103 -4.873 -3.150
H -5.989 0.660 -4.172
H 0.659 5.010 2.937
H 2.223 2.531 -6.459
H -1.443 5.003 0.344
H -0.731 3.271 -4.106
H -5.472 6.137 -1.074
H 9.301 3.062 -6.640
H 4.837 -2.549 -2.608
H 4.272 -3.392 -1.179
H -9.318 -8.791 3.543
H -4.324 1.793 -2.168
H 3.741 -0.154 -6.748
H 6.007 1.182 -2.427
H 7.515 3.253 -6.439
H 5.151 3.710 -3.179
H 8.527 2.696 -5.121
H -2.566 2.052 -1.732
H -5.980 -9.330 2.417
H -6.939 -6.695 6.621
H 2.657 -3.627 0.773
H -2.146 4.365 -4.040
H -4.190 -0.198 -3.059
H -3.586 3.389 -2.298
H -4.137 4.117 10.951
H -2.334 -6.711 2.899
H 4.431 -0.586 -3.930
H 4.090 4.567 8.137
H 4.645 1.489 -3.484
H 3.552 -3.732 -5.039
H -1.070 -4.115 -4.041
H 3.221 -2.178 -1.949
H -6.010 5.639 2.413
H 1.013 -6.008 -4.386
H 3.814 3.601 3.829
H -0.403 -5.763 -5.373
H -3.480 4.626 7.485
H 2.561 -4.601 -2.386
H -3.867 -0.799 -6.017
H 5.174 -1.196 -6.719
H 6.634 3.332 -2.334
H 0.457 -5.018 4.336
H 2.550 3.164 -4.384
H -0.125 -5.323 -0.674
H 0.951 5.990 7.234
H 0.490 3.436 9.036
H -4.035 -1.989 -3.418
H -5.695 0.784 -6.072
H 8.536 0.465 -5.761
H -3.598 -7.235 5.500
H 1.134 -4.857 -5.759
H 8.857 0.924 -7.414
H -1.980 4.516 3.837
*
```

Electronic energy, eV: -135021.52413
Lowest unoccupied orbital energy, eV: -1.810
SMILES: CCNc1c(CCP(=O)(OCC)OCC)c(B(N)O)c2nc(P(C)C)c(C[C@@H]3CO3)nc2c1[C@@H](C)F.O=C1C=C(O)C(=O)C=C1O.O=C1C=C(O)C(=O)C=C1O.O=C1C=C(O)C(=O)C=C1O.O=C1C=C(O)C(=O)C=C1O.O=C1C=C(O)C(=O)C=C1O



electronic energy of number 2 (C53H58BFN4O25P2)?
-135021.52413 eV